Formula: C26H71NO9P
Source: the OMol25 dataset
Level of theory: ωB97M-V/def2-TZVPD

Output
Kohn-Sham gap in eV: 4.3472
Lowest unoccupied orbital energy in eV: 1.582
Charge: -1
Max |F| in eV Å⁻¹: 6.770
Molecular weight in g/mol: 572.83

Atoms and positions in Å:
P1 6.78264 -0.27713 -0.30482
C1 6.08643 0.85219 -1.73154
C2 6.35385 2.44168 -1.43249
C3 5.00212 3.35495 -1.26112
C4 4.01672 2.88522 -0.01770
N1 3.13410 1.76485 -0.52318
C5 3.08152 0.57617 0.41115
C6 2.13860 -0.57682 -0.27519
C7 1.68266 0.16142 -1.66614
C8 2.34635 1.65920 -1.84163
H1 7.03571 -1.34366 -1.26560
H2 8.09268 0.25332 -0.63984
H3 6.51705 0.75493 0.67044
H4 5.45925 -0.85153 -0.08945
H5 7.31839 -1.07840 0.80244
H6 6.72948 0.55755 -2.69319
H7 4.97967 0.57154 -1.99021
H8 7.08413 2.51398 -0.51091
H9 6.92119 2.86887 -2.39190
H10 4.39526 3.50623 -2.27791
H11 5.37880 4.44836 -0.96522
H12 3.31939 3.80432 0.23345
H13 4.62068 2.58212 0.96412
H14 3.65597 0.55733 1.43819
H15 1.90198 -1.62649 0.18480
H16 0.98716 -0.33831 -2.47473
H17 2.26937 2.45572 -2.69652
C9 -0.96754 -3.98264 -1.73733
C10 -0.38524 -3.41284 -3.01423
O1 0.77262 -2.64563 -2.71914
H18 -1.22861 -3.17878 -1.04125
H19 -1.86381 -4.57330 -1.94699
H20 -0.23653 -4.61944 -1.22850
H21 -1.11091 -2.75983 -3.50796
H22 -0.10960 -4.21107 -3.71024
H23 1.41404 -3.23656 -2.28855
C11 3.04011 6.30197 -3.33386
C12 4.07410 6.55058 -4.41242
O2 4.76138 5.34481 -4.71255
H24 3.51589 5.91612 -2.42633
H25 2.50429 7.22302 -3.08753
H26 2.31525 5.54826 -3.65836
H27 4.80893 7.28779 -4.07575
H28 3.60455 6.92427 -5.32755
H29 4.10122 4.69938 -5.01854
C13 -4.66566 -1.71080 -1.73514
C14 -5.22024 -3.00658 -1.18049
O3 -4.15605 -3.87889 -0.82993
H30 -4.04509 -1.90382 -2.61634
H31 -5.47362 -1.02874 -2.01462
H32 -4.02570 -1.21595 -0.99732
H33 -5.84105 -3.50859 -1.92840
H34 -5.83135 -2.82318 -0.29140
H35 -3.61550 -3.42723 -0.15924
C15 -3.39926 -0.81729 3.53534
C16 -3.68116 -1.13454 2.08134
O4 -3.73772 -2.54096 1.89396
H36 -2.45207 -1.26703 3.85066
H37 -3.34796 0.26332 3.69590
H38 -4.17964 -1.23314 4.18101
H39 -2.88787 -0.73644 1.44181
H40 -4.63306 -0.69917 1.76209
H41 -4.45070 -2.88372 2.45982
C17 -0.29575 -7.92870 -2.35839
C18 0.28655 -7.35890 -3.63529
O5 1.44441 -6.59170 -3.34020
H42 -0.55681 -7.12485 -1.66232
H43 -1.19201 -8.51936 -2.56806
H44 0.43527 -8.56550 -1.84957
H45 -0.43912 -6.70590 -4.12902
H46 0.56220 -8.15714 -4.33130
H47 2.08583 -7.18262 -2.90961
C19 -6.89575 -4.59120 5.62911
C20 -6.31345 -4.02140 4.35221
O6 -5.15559 -3.25420 4.64730
H48 -7.15681 -3.78735 6.32518
H49 -7.79201 -5.18186 5.41944
H50 -6.16473 -5.22800 6.13793
H51 -7.03912 -3.36840 3.85848
H52 -6.03780 -4.81964 3.65620
H53 -4.51417 -3.84512 5.07789
C21 5.64021 11.25224 -3.37447
C22 4.24465 10.66363 -3.38743
O7 4.26708 9.35054 -2.84741
H54 6.32628 10.62854 -3.95686
H55 5.64103 12.26309 -3.79195
H56 6.03457 11.29184 -2.35383
H57 3.86312 10.60544 -4.41107
H58 3.55552 11.27467 -2.79640
H59 4.59940 9.41415 -1.93553
C23 -7.14380 -5.19087 10.18466
C24 -6.16950 -5.82898 9.21627
O8 -5.70586 -4.86113 8.28642
H60 -7.99582 -4.76229 9.64685
H61 -7.51427 -5.92502 10.90570
H62 -6.66644 -4.37040 10.73034
H63 -6.65657 -6.63354 8.65749
H64 -5.30827 -6.24844 9.74535
H65 -5.26759 -4.15518 8.79196
C25 -1.89350 3.55364 -0.45589
C26 -1.24476 4.27233 -1.62072
O9 0.04960 4.72464 -1.25141
H66 -1.97136 4.21799 0.41097
H67 -2.89427 3.20245 -0.72280
H68 -1.28945 2.69481 -0.14552
H69 -1.83995 5.14234 -1.91332
H70 -1.15149 3.61062 -2.48734
H71 0.57280 3.94378 -1.00136

These are the Mulliken partial charges, in e, on atoms 1 to 99: -0.46, -0.74, -0.77, 0.01, -0.63, 0.49, -0.25, -0.53, -0.21, -0.48, 0.01, 0.01, -0.16, -0.15, 0.09, 0.39, 0.10, 0.39, 0.19, -0.10, 0.27, 0.19, 0.38, 0.20, 0.29, 0.24, 0.26, -0.86, -0.25, -0.45, 0.16, 0.34, 0.35, 0.29, 0.15, 0.23, -0.80, -0.13, -0.55, 0.08, 0.35, 0.39, 0.10, 0.22, 0.31, -0.84, -0.19, -0.47, 0.21, 0.36, 0.17, 0.33, 0.18, 0.27, -1.09, -0.18, -0.44, 0.28, 0.38, 0.22, 0.34, 0.24, 0.23, -0.93, -0.26, -0.49, 0.18, 0.31, 0.36, 0.25, 0.31, 0.29, -1.07, -0.25, -0.43, 0.25, 0.40, 0.24, 0.31, 0.30, 0.24, -1.04, -0.23, -0.41, 0.27, 0.33, 0.32, 0.28, 0.25, 0.24, -1.06, -0.20, -0.44, 0.27, 0.33, 0.33, 0.28, 0.27, 0.25


Formula: C26H72Cl6O10S10
Source: the OMol25 dataset
Level of theory: ωB97M-V/def2-TZVPD

Output
Kohn-Sham gap in eV: 8.8094
Lowest unoccupied orbital energy in eV: 0.254
Max |F| in eV Å⁻¹: 3.689
Molecular weight in g/mol: 1078.24

Atoms and positions in Å:
C1 16.81761 12.56543 13.93983
S1 17.33854 11.02442 13.19014
O1 18.16329 10.29058 14.17721
C2 15.61886 10.24719 13.32990
H1 16.32372 12.43409 14.91258
H2 16.10341 13.03850 13.26782
H3 17.71533 13.17131 14.10911
H4 14.93247 10.82057 12.66213
H5 15.32586 10.19435 14.34880
H6 15.63280 9.25979 12.95200
C3 11.26628 17.15680 19.90912
S2 11.88112 16.01017 18.59973
O2 13.25249 15.58312 18.96449
C4 10.77257 14.73149 19.01912
H7 10.12037 17.10394 19.88671
H8 11.68418 18.14293 19.74241
H9 11.54968 16.83247 20.89085
H10 9.72108 15.01410 18.73240
H11 10.84178 14.57254 20.11396
H12 11.09597 13.82807 18.48741
C5 13.43980 11.75150 16.46978
S3 12.29122 12.17464 15.10436
O3 10.92383 11.71512 15.43525
C6 12.16291 14.01442 15.29159
H13 13.27979 12.38634 17.36178
H14 14.41274 12.06708 16.04575
H15 13.37808 10.68925 16.62139
H16 11.69494 14.21579 14.26114
H17 13.19984 14.46730 15.32166
H18 11.60898 14.23722 16.15878
C7 16.02228 14.66093 17.57693
S4 16.57232 15.68720 16.17382
O4 15.92052 15.07499 14.98200
C8 15.62782 17.14239 16.55728
H19 16.08573 15.12801 18.55346
H20 16.60547 13.70316 17.60271
H21 15.00653 14.38124 17.47053
H22 14.61497 16.85239 16.93355
H23 15.54784 17.67200 15.63370
H24 16.19546 17.55602 17.36870
C9 14.82632 18.08832 11.30508
S5 14.88395 16.87182 12.68377
O5 13.75712 15.90178 12.39969
C10 16.40346 15.99541 11.95971
H25 14.66480 17.48368 10.36730
H26 15.82271 18.54250 11.33323
H27 13.95670 18.73442 11.46918
H28 16.64008 15.16745 12.65082
H29 17.24996 16.68180 11.75781
H30 16.04805 15.61791 10.97085
C11 10.97267 11.56822 10.10174
S6 9.91520 12.85012 10.91276
O6 9.78286 12.41427 12.32830
C12 11.10099 14.17539 10.73647
H31 11.12984 11.80926 9.01369
H32 10.48897 10.62274 10.15601
H33 11.87669 11.48832 10.63243
H34 11.98865 13.81186 11.19880
H35 10.71472 14.96794 11.39532
H36 11.17229 14.49192 9.72125
C13 10.63660 19.57416 14.33005
S7 11.82986 19.15074 13.10233
O7 13.07983 18.79725 13.83965
C14 11.14422 17.48270 12.65199
H37 9.57615 19.55490 14.00293
H38 10.97559 20.55676 14.62730
H39 10.60898 18.80783 15.14127
H40 12.03138 17.03442 12.18424
H41 10.29406 17.58118 11.95338
H42 10.91375 16.94576 13.61269
C15 9.14414 9.60215 16.69331
S8 7.74493 10.30660 15.77866
O8 7.29334 9.31216 14.74475
C16 6.66419 10.33502 17.19203
H43 10.05983 9.82410 16.11395
H44 9.10095 8.51103 16.86058
H45 9.20330 9.98191 17.73060
H46 5.64650 10.64782 16.85050
H47 6.96308 11.06808 17.99594
H48 6.49645 9.36814 17.73310
C17 13.71223 10.76628 22.13900
S9 13.02070 12.03326 21.06256
O9 11.94913 12.82254 21.79155
C18 14.54009 13.00599 21.00464
H49 12.97982 10.00532 22.27377
H50 13.94766 11.20243 23.09362
H51 14.57567 10.29387 21.64100
H52 14.43036 13.93840 20.34066
H53 15.36907 12.33749 20.68458
H54 14.70923 13.42264 22.01727
C19 9.17590 8.46631 12.13760
S10 9.33995 6.64803 11.93800
O10 10.20196 6.02324 12.96131
C20 7.61770 6.29730 12.47049
H55 8.56103 8.68579 13.06734
H56 8.70713 8.86666 11.26592
H57 10.18596 8.82138 12.19044
H58 7.57190 6.81838 13.48518
H59 7.49665 5.17234 12.58552
H60 6.97135 6.75293 11.78315
Cl1 13.02119 8.20577 14.50756
C21 12.71354 6.63480 15.14848
C22 11.61566 6.69948 16.18352
Cl2 12.00372 7.71537 17.56913
H61 13.68736 6.24429 15.40656
H62 12.39346 5.99326 14.34573
H63 11.39092 5.68892 16.51632
H64 10.77958 7.16402 15.61426
Cl3 7.43108 16.00761 13.73459
C23 7.36901 14.19913 13.86236
C24 8.40444 13.73759 14.75983
Cl4 8.15108 14.18215 16.42736
H65 7.48866 13.72578 12.90190
H66 6.30152 14.01258 14.11091
H67 9.30565 14.19137 14.34736
H68 8.53647 12.69769 14.79785
Cl5 15.73342 9.94478 18.48314
C25 17.15094 9.99392 17.30672
C26 17.34998 8.61589 16.70884
Cl6 18.16203 7.59592 17.86828
H69 18.12651 10.22980 17.75658
H70 16.92082 10.76032 16.58300
H71 17.88032 8.82661 15.76491
H72 16.45606 8.13027 16.43414

These are the Mulliken partial charges, in e, on atoms 1 to 99: -0.21, 0.32, -0.62, -0.70, -0.34, 0.12, 0.43, 0.33, -0.06, 0.56, -1.16, 0.73, -0.65, -0.92, 0.33, 0.37, 0.36, 0.32, 0.41, 0.18, 0.16, 0.50, -0.41, 0.13, -0.05, -0.46, 0.31, -0.26, 0.13, -0.14, -0.49, 0.33, -0.30, -0.71, 0.51, 0.24, -0.17, -0.02, 0.24, 0.52, -0.96, 0.66, -0.64, -0.81, 0.29, 0.41, 0.26, -0.04, 0.42, 0.37, -0.76, 0.33, -0.45, -0.56, 0.39, 0.26, 0.12, 0.17, -0.05, 0.57, -0.81, 0.25, -0.53, -0.32, 0.37, 0.37, 0.16, -0.17, 0.53, 0.10, -0.86, 0.70, -0.78, -1.08, 0.08, 0.38, 0.46, 0.34, 0.30, 0.36, -1.04, 0.67, -0.69, -0.62, 0.37, 0.34, 0.30, -0.04, 0.30, 0.44, -0.23, 0.29, -0.55, -0.80, -0.13, 0.42, 0.21, 0.15, 0.34


> Which formula does entry 2 have?

C26H72Cl6O10S10